Below is a single C4H3N molecule, with properties calculated with ωB97M-V/def2-TZVPD.

Properties
* total charge: 0
* molar mass: 65.07 g mol⁻¹
* DFT total energy: -5680.7526 eV
* E_HOMO (spin up / spin down): -8.38 / -8.38 eV
* orbital gap (spin up / spin down): 8.44 / 8.44 eV
* relative energy (zero: lowest compared OMol25 entry of this formula, charge and spin): 3.7551 eV

Last columns: bonded neighbours and bond lengths (Å).
Atoms and positions in Å:
1 C 0.331 -1.801 -0.100  C2 1.241, H6 1.071
2 C -0.102 -0.663 0.140  C1 1.241, C3 1.402, H7 1.189
3 C -0.280 0.698 0.421  C2 1.402, C4 1.416, H8 1.082
4 C -0.404 1.633 -0.636  C3 1.416, N5 1.163
5 N -0.506 2.395 -1.508  C4 1.163
6 H 0.387 -2.858 -0.257  C1 1.071
7 H 1.005 -0.413 0.495  C2 1.189
8 H -0.431 1.009 1.446  C3 1.082